The following is a DFT calculation (ωB97M-V/def2-TZVPD) of 9 unconnected molecules or ions with the total composition C22H49B3Br16O4Si at a distorted geometry.

Atoms and positions in Å:
C -2.102 6.832 1.381
C -2.922 6.577 -0.016
O -4.010 7.573 -0.070
C -2.020 6.696 -1.382
B -0.425 6.292 -1.054
O 0.665 7.261 -1.286
B 1.991 6.710 -0.945
O 2.237 5.364 -0.338
B 1.131 4.535 -0.907
Si 1.356 3.018 -2.083
C 3.198 2.964 -2.660
C 0.779 1.437 -1.125
C 0.130 3.212 -3.598
O -0.242 4.912 -0.493
H -1.437 7.816 1.350
H -1.470 5.891 1.745
H -2.922 7.044 2.222
H -3.340 5.473 0.025
H -4.226 7.717 -1.038
H -2.126 7.707 -1.961
H -2.402 5.832 -2.112
H 2.982 7.342 -1.180
H 3.241 2.656 -3.802
H 3.651 4.065 -2.609
H 3.887 2.255 -1.993
H 1.479 1.277 -0.194
H -0.305 1.674 -0.696
H 0.658 0.480 -1.797
H 0.087 2.187 -4.174
H -0.949 3.455 -3.156
H 0.482 4.057 -4.357
Br 1.279 3.366 1.692
C 2.475 2.764 3.110
C 2.147 1.353 3.541
Br 0.559 1.312 4.673
H 2.402 3.494 3.920
H 3.478 2.810 2.674
H 2.949 0.944 4.161
H 1.959 0.676 2.703
Br 3.961 1.264 -5.764
C 4.812 -0.379 -5.146
C 3.806 -1.497 -5.007
Br 2.733 -1.284 -3.393
H 5.329 -0.140 -4.213
H 5.553 -0.620 -5.915
H 4.314 -2.459 -4.887
H 3.110 -1.562 -5.848
Br -2.700 -3.331 5.519
C -1.212 -2.485 6.455
C -1.695 -1.693 7.647
Br -2.490 0.000 7.094
H -0.675 -1.881 5.720
H -0.572 -3.313 6.776
H -0.856 -1.416 8.291
H -2.447 -2.219 8.243
Br 1.649 -5.353 6.416
C 0.385 -6.803 6.092
C -0.600 -6.935 7.230
Br 0.217 -7.808 8.771
H 0.973 -7.707 5.918
H -0.131 -6.527 5.166
H -1.433 -7.583 6.945
H -0.993 -5.976 7.578
Br -2.686 -8.717 3.579
C -3.932 -7.262 3.949
C -3.881 -6.855 5.403
Br -4.829 -8.136 6.528
H -4.921 -7.598 3.626
H -3.605 -6.439 3.307
H -4.401 -5.904 5.555
H -2.864 -6.775 5.797
Br -0.935 3.721 -7.269
C -2.199 2.272 -7.593
C -3.184 2.139 -6.454
Br -2.367 1.267 -4.913
H -1.611 1.367 -7.767
H -2.715 2.547 -8.518
H -4.017 1.491 -6.740
H -3.577 3.099 -6.107
Br 3.743 -0.824 0.683
C 2.478 -2.274 0.359
C 1.494 -2.406 1.498
Br 2.311 -3.279 3.039
H 3.067 -3.178 0.186
H 1.962 -1.998 -0.566
H 0.660 -3.054 1.213
H 1.100 -1.447 1.845
Br -1.058 -1.955 -5.531
C -0.787 -3.865 -5.820
C 0.660 -4.171 -6.133
Br 1.100 -3.691 -7.971
H -1.477 -4.170 -6.610
H -1.086 -4.339 -4.879
H 0.848 -5.247 -6.067
H 1.365 -3.642 -5.487

Summary:
E = -42717.0430 hartree
net charge = 0
SMILES string = C[C@@H](O)CB1OBOB([Si](C)(C)C)O1.BrCCBr.BrCCBr.BrCCBr.BrCCBr.BrCCBr.BrCCBr.BrCCBr.BrCCBr

---

The following is a DFT calculation (ωB97M-V/def2-TZVPD) of 2 unconnected molecules or ions with the total composition C4H6ClNS at a distorted geometry.

Atoms and positions in Å:
C 1.084 0.849 1.704
C 2.183 0.706 1.198
C -0.488 -0.874 -0.079
C -0.174 -0.049 -1.319
N -1.479 -0.776 0.804
S -2.850 0.239 0.764
Cl 0.432 -2.323 0.315
H 0.232 0.422 2.263
H 3.070 0.837 0.708
H -1.069 -0.052 -1.793
H 0.495 -0.516 -1.893
H 0.081 0.955 -1.067
H -1.466 -1.553 1.461

Summary:
E = -1068.9967 hartree
net charge = 0
relative energy (zero: lowest compared OMol25 entry of this formula, charge and spin) = 89.0 kcal/mol
SMILES string = C/C(Cl)=[NH+]\[S-].C#C

---

The following is a DFT calculation (ωB97M-V/def2-TZVPD) of a molecular structure, C43H44Cl2F3GeLiN2O2P2Se at a distorted geometry.

Atoms and positions in Å:
Li 0.264 -0.215 0.279
Cl 3.952 0.489 6.287
C 2.814 0.278 5.002
C 1.447 0.232 5.309
C 0.538 0.049 4.304
Cl -1.146 -0.016 4.658
C 0.909 -0.086 2.926
O 0.039 -0.281 2.030
C 2.314 0.002 2.664
C 2.775 -0.036 1.322
O 2.079 -0.060 0.311
C 3.242 0.160 3.710
H 1.121 0.326 6.333
H 3.874 -0.008 1.198
H 4.295 0.200 3.475
C 1.898 2.379 -2.391
N 0.688 1.878 -1.735
P -0.091 0.435 -2.180
C -0.213 0.764 -3.993
C -1.342 1.434 -4.451
C -1.502 1.719 -5.795
C -0.524 1.343 -6.700
C 0.604 0.672 -6.257
C 0.755 0.374 -4.915
C 1.060 -0.976 -2.338
C 0.372 -2.151 -2.631
C 1.048 -3.332 -2.862
C 2.430 -3.359 -2.752
C 3.117 -2.203 -2.423
C 2.444 -1.006 -2.237
P 0.649 2.424 -0.086
C 0.410 4.210 -0.512
C 1.156 5.192 0.124
C 0.975 6.526 -0.210
C 0.049 6.879 -1.176
C -0.710 5.900 -1.802
C -0.526 4.573 -1.472
C -1.085 2.248 0.495
C -1.254 2.830 1.697
C -2.545 3.068 2.296
C -3.667 2.784 1.637
C -3.657 2.040 0.346
C -2.254 1.627 -0.186
H 2.017 1.920 -3.372
H 2.797 2.196 -1.794
H 1.804 3.461 -2.522
H -2.107 1.726 -3.744
H -2.390 2.228 -6.140
H -0.644 1.558 -7.751
H 1.371 0.373 -6.958
H 1.629 -0.169 -4.585
H -0.706 -2.108 -2.703
H 0.504 -4.228 -3.125
H 2.969 -4.280 -2.927
H 4.191 -2.233 -2.312
H 2.994 -0.108 -2.010
H 1.884 4.912 0.873
H 1.560 7.291 0.277
H -0.087 7.916 -1.443
H -1.441 6.174 -2.547
H -1.097 3.802 -1.972
H -0.389 3.235 2.208
H -2.572 3.564 3.254
H -4.643 3.024 2.032
H -4.291 2.548 -0.388
H -2.188 1.726 -1.272
F -6.724 1.606 -0.664
C -6.454 0.382 -0.161
F -7.326 -0.456 -0.744
F -6.786 0.442 1.137
C -5.019 -0.017 -0.381
C -4.656 -0.852 -1.357
C -3.254 -1.234 -1.498
N -2.296 -0.812 -0.786
C -2.550 0.159 0.225
C -4.012 0.549 0.564
H -5.376 -1.293 -2.029
H -3.022 -1.947 -2.279
H -1.976 -0.125 1.107
H -4.310 0.331 1.594
C -1.708 -7.651 0.155
Ge -1.839 -5.668 -0.052
C -2.476 -5.176 -1.872
C -3.063 -4.912 1.309
C -0.038 -4.808 0.154
Se -0.099 -2.959 0.855
C -0.050 -3.512 2.720
H -2.693 -8.097 0.061
H -1.310 -7.914 1.130
H -1.065 -8.086 -0.604
H -3.558 -5.233 -1.944
H -2.048 -5.826 -2.630
H -2.170 -4.156 -2.087
H -4.104 -5.027 1.023
H -2.852 -3.851 1.416
H -2.924 -5.392 2.273
H 0.449 -4.734 -0.816
H 0.620 -5.358 0.826
H -0.800 -4.285 2.874
H -0.267 -2.641 3.327
H 0.940 -3.898 2.954

Summary:
E = -8313.5325 hartree
net charge = 0
relative energy (zero: lowest compared OMol25 entry of this formula, charge and spin) = 102.6 kcal/mol

---

The following is a DFT calculation (ωB97M-V/def2-TZVPD) of C19H30N2O2S in the gas phase.

Atoms and positions in Å:
C 6.394 -2.907 -2.695
C 5.486 -2.432 -1.590
O 5.887 -1.830 -0.617
C 4.067 -2.744 -1.755
C 3.058 -2.421 -0.885
C 1.786 -2.862 -1.308
C 1.851 -3.513 -2.506
S 3.444 -3.611 -3.127
H 1.044 -3.950 -3.062
C 0.537 -2.626 -0.518
N 0.432 -1.226 -0.152
C 0.172 -0.379 -1.300
C 0.244 1.086 -0.859
N -0.641 1.415 0.232
C -1.935 1.993 -0.074
H -1.800 2.553 -1.008
C -3.098 1.010 -0.287
C -4.367 1.764 -0.672
C -4.739 2.776 0.407
C -3.590 3.754 0.632
C -2.318 3.005 1.014
H -2.471 2.489 1.963
H -1.491 3.703 1.148
H -3.853 4.462 1.421
H -3.416 4.324 -0.284
H -5.641 3.318 0.114
H -4.953 2.249 1.339
H -5.187 1.057 -0.818
H -4.205 2.287 -1.618
H -3.279 0.452 0.634
H -2.844 0.297 -1.075
C -0.539 0.474 1.328
C 0.748 0.756 2.125
H 1.595 0.263 1.649
C 0.651 0.290 3.574
O -0.416 0.966 4.208
H -0.423 0.737 5.142
H 1.599 0.508 4.086
H 0.485 -0.797 3.616
H 0.911 1.833 2.121
C -0.578 -0.992 0.862
H -1.586 -1.239 0.483
H -0.371 -1.645 1.714
H -1.378 0.645 2.005
H 1.271 1.282 -0.530
H 0.030 1.737 -1.708
H -0.817 -0.601 -1.745
H 0.936 -0.568 -2.059
H 0.592 -3.211 0.407
H -0.341 -2.980 -1.092
H 3.227 -1.878 0.026
H 6.090 -2.460 -3.640
H 6.322 -3.988 -2.794
H 7.420 -2.627 -2.472

Summary:
E = -1400.1579 hartree
net charge = 0
relative energy (zero: lowest compared OMol25 entry of this formula, charge and spin) = 42.9 kcal/mol
SMILES string = CC(=O)c1cc(CN2CCN(C3CCCCC3)[C@H](CCO)C2)cs1